Entry 1:
12
Properties=species:S:1:pos:R:3:forces:R:3 method="wB97M-V/def2-TZVPD" orbital_gap_ha="0.315 / 0.197" charge=+1 e_tot_ev=-15352.777 homo_energy_ev="-14.6 / -14.0" s2=2.013 multiplicity=3
Ag 2.669773 0.094390 -0.512510 2.696 -0.549 -0.883
O 1.445983 0.697767 0.993352 -0.230 -0.113 0.422
O -0.713657 0.922846 0.610343 1.854 -0.572 0.321
O -1.896920 -1.800310 -0.038972 0.239 -0.058 0.005
O 0.676305 0.030133 -0.945293 -0.404 -0.286 0.087
C -1.885176 0.617169 -0.152809 -0.929 -0.136 -0.667
C 0.461477 0.487647 0.218420 -3.294 1.712 0.536
C -2.515843 -0.665904 0.365440 -0.347 -0.001 0.225
H -2.472399 -0.690936 1.480269 -0.086 0.065 -0.261
H -2.576081 1.458944 -0.021045 0.395 -0.124 0.034
H -3.599265 -0.695177 0.132360 0.256 0.006 0.004
H -1.618812 0.515184 -1.210087 -0.149 0.056 0.176

***

Entry 2:
76
Properties=species:S:1:pos:R:3:forces:R:3 method="wB97M-V/def2-TZVPD" orbital_gap_ha="0.235 / 0.235" charge=+3 e_tot_ev=-59167.402 homo_energy_ev="-16.3 / -16.3" multiplicity=1
W 0.110669 -1.102700 -0.524729 -0.011 0.177 -0.191
S -0.235249 -2.590508 1.187336 -0.061 -0.098 0.029
O 0.329044 -2.624927 -1.950485 0.039 -0.032 -0.088
O 1.544818 -0.092241 0.096500 -0.020 -0.025 0.110
O 0.422725 -2.499812 -4.124376 0.006 -0.007 0.003
N 0.355767 1.906308 -2.096436 0.005 -0.002 0.009
N 0.244645 1.538555 -3.440657 0.000 0.054 0.026
N 0.335921 -1.957959 -3.075711 -0.005 0.009 0.009
N 2.334462 -3.253070 0.977462 0.010 -0.017 -0.121
N 0.216634 1.413850 1.141486 -0.037 0.037 -0.002
N -0.680633 0.554572 0.541064 0.065 -0.039 0.009
N 0.221341 -0.039488 -5.096026 0.000 -0.009 0.059
N 0.199276 -0.663824 -2.795919 -0.056 -0.100 0.061
N -2.019662 -1.094660 -0.766913 0.041 -0.008 0.062
N 0.880932 -5.044812 1.056108 -0.025 -0.030 0.045
C -0.423232 -5.742071 1.094976 0.001 0.000 0.020
C 1.111514 -3.758577 1.048825 0.012 0.097 0.023
C 3.698491 3.342104 2.694549 0.025 -0.009 -0.004
C 2.543169 2.732721 2.247287 -0.028 0.008 0.007
C 5.027777 1.821582 1.368335 0.021 -0.008 -0.003
C 2.629076 1.658615 1.353028 0.023 0.022 0.023
C -0.450813 -6.827159 2.166823 0.029 0.007 -0.003
C 0.312401 -5.401189 4.177185 0.005 0.005 -0.003
C -4.053141 -2.091674 -1.525185 -0.001 0.018 0.011
C 3.761858 -2.276276 3.567168 0.009 -0.009 -0.022
C -2.676243 -2.054978 -1.446483 0.009 -0.014 -0.007
C 3.576603 -4.047942 0.985165 -0.002 -0.019 0.006
C -2.747116 -0.150069 -0.115954 0.014 -0.004 0.009
C 3.877646 1.202837 0.915557 0.004 -0.002 -0.001
C 3.955491 -4.559893 2.375068 0.013 0.028 0.012
C -4.131520 -0.137683 -0.158360 -0.040 0.018 -0.005
C 4.938820 2.888136 2.255725 -0.028 -0.001 0.000
C -4.798098 -1.116959 -0.874250 0.012 -0.017 -0.012
C -1.946716 0.810549 0.630828 -0.045 0.031 0.034
C -2.543189 1.930638 1.401862 0.014 0.003 -0.014
C 1.415330 1.024113 0.890951 0.035 -0.044 -0.039
C -0.736509 -6.336337 3.584514 -0.003 0.000 0.008
C 4.611144 -3.511325 3.273809 -0.005 -0.007 -0.001
C 0.223557 0.263891 -3.813347 0.014 0.012 -0.132
H 4.360582 -3.402674 0.588907 -0.012 0.009 -0.013
H 1.575078 3.072481 2.588989 0.001 0.000 0.000
H -1.773486 2.560947 1.832345 0.005 -0.003 0.000
H 1.688096 -5.656374 1.100687 -0.005 -0.002 -0.005
H 0.278486 0.685427 -5.798149 0.001 0.008 0.001
H 0.087361 -5.186061 5.220678 -0.001 -0.003 0.002
H 5.841628 3.368315 2.608761 0.000 0.002 0.002
H 3.948233 0.376274 0.220424 -0.007 0.003 -0.002
H 4.215104 -1.680908 4.358196 0.003 0.003 0.000
H 2.417087 -2.266922 1.173626 0.011 -0.018 0.085
H 1.305796 -5.855989 4.148421 0.005 0.003 -0.003
H 0.491295 -7.387141 2.138122 -0.007 -0.002 -0.007
H -0.825664 -7.213948 4.225855 -0.008 0.001 0.000
H -3.193359 2.531617 0.763422 -0.004 -0.005 -0.001
H -1.717851 -5.853451 3.601993 0.001 0.007 -0.001
H 4.646636 -5.394149 2.241912 -0.002 -0.003 -0.014
H 0.357783 -4.437842 3.659455 -0.004 -0.006 0.005
H 1.234696 2.398027 -1.957896 0.001 -0.005 -0.007
H -1.198568 -4.999562 1.277329 0.005 -0.010 -0.007
H 0.252990 2.253287 -4.159326 -0.003 -0.005 0.000
H -3.160923 1.527424 2.208265 -0.005 0.000 -0.003
H 4.867853 -3.997969 4.215357 -0.007 0.005 0.006
H -4.528925 -2.884395 -2.085205 -0.006 0.001 0.001
H -5.878857 -1.128073 -0.916681 0.000 0.003 0.002
H 3.681729 -1.611561 2.698310 -0.001 0.005 0.009
H 3.454630 -4.860589 0.265389 -0.003 -0.005 0.009
H -0.405053 2.536318 -1.863443 -0.004 -0.006 -0.007
H -1.222718 -7.539702 1.872557 -0.005 -0.001 0.004
H 3.639022 4.169077 3.388273 -0.003 0.000 0.000
H -4.676632 0.629149 0.373737 0.002 0.001 -0.002
H 3.067005 -4.967671 2.868455 -0.002 0.002 0.016
H 5.996020 1.477895 1.031440 0.000 0.001 0.001
H 5.560815 -3.205152 2.827169 0.003 -0.006 0.004
H 0.205735 -0.996655 -5.414064 -0.002 0.008 0.005
H 2.754851 -2.545823 3.897104 -0.006 -0.003 0.001
H -0.587680 -6.172696 0.106586 0.027 0.001 -0.008
H -2.076383 -2.821987 -1.917281 -0.008 -0.003 0.001

***

Entry 3:
14
Properties=species:S:1:pos:R:3:forces:R:3 method="wB97M-V/def2-TZVPD" smiles=C1OC[C@H]2C[C@@H]12 orbital_gap_ha=0.394 charge=0 e_tot_ev=-7360.829 homo_energy_ev=-9.6 multiplicity=1
O 1.089686 -1.164063 -0.092070 0.071 -0.084 -0.008
C -0.802838 0.085873 0.564850 0.005 -0.074 0.175
C -0.077537 -1.239175 0.720745 -0.178 -0.055 0.168
C -1.142638 0.459740 -0.846916 -0.009 0.025 -0.134
C 0.130707 0.968713 -0.216214 0.159 0.096 0.125
C 1.415605 0.193170 -0.319289 0.125 0.236 -0.060
H -1.973513 1.145734 -1.001729 0.308 -0.010 0.080
H 2.057007 0.654025 0.459868 0.083 -0.600 -0.106
H -1.101868 -0.343062 -1.584055 0.213 0.226 0.086
H 1.959775 0.248597 -1.267429 -0.206 -0.009 0.029
H -0.664693 -2.093046 0.359602 0.106 0.114 0.107
H -1.392079 0.470839 1.391661 0.086 -0.089 -0.142
H 0.346660 1.990524 0.076147 -0.755 0.156 -0.230
H 0.190924 -1.418378 1.770809 -0.009 0.066 -0.089

***

Entry 4:
8
Properties=species:S:1:pos:R:3:forces:R:3 method="wB97M-V/def2-TZVPD" orbital_gap_ha="0.349 / 0.347" charge=0 e_tot_ev=-23947.321 homo_energy_ev="-8.5 / -10.4" s2=2.004 multiplicity=3
Cl 4.487113 0.783518 0.543001 -0.663 1.532 0.839
P 5.193004 -0.796922 -0.321547 0.675 -1.524 -0.833
C 1.161143 -0.614944 0.206713 -0.164 -0.743 0.900
C 0.141022 0.156631 0.039219 -1.803 1.504 -0.647
H 1.364313 -1.243934 1.025823 0.262 -0.613 0.864
H -0.718865 0.306769 0.695025 0.417 0.105 -0.112
H 1.700630 -0.640592 -0.664858 2.238 -0.565 -1.444
H 0.213355 0.650719 -0.934781 -0.963 0.304 0.433

***

Relative energy (zero: lowest compared OMol25 entry of this formula, charge and spin) / kcal per mole: 0.0, 0.3, 32.9, 3.4